The following is a quantum chemistry calculation of a structure of composition C31H38NPPbSi at a distorted geometry, from the Open Molecules 2025 dataset.

Each line ends with the Mulliken charge.
Element x y z (Å)
C 0.454 3.256 -3.761  -0.9383
C -0.823 2.789 -3.465  -0.8267
C -1.025 1.786 -2.499  0.0244
C 0.079 1.258 -1.818  0.6548
C 1.373 1.703 -2.141  0.7118
C 1.552 2.733 -3.078  -0.8017
C -2.458 1.393 -2.209  -1.2952
C -2.828 -0.091 -1.918  -0.3224
N -2.579 -1.050 -2.931  0.1229
Pb -0.270 -0.230 -0.140  0.8394
C 2.602 1.062 -1.530  -1.2382
P 2.218 -0.675 -1.047  0.6315
H -1.691 3.195 -3.985  0.4349
H 2.562 3.104 -3.273  0.4985
H 0.598 4.022 -4.519  0.4390
H 2.953 1.597 -0.629  0.4506
H 3.451 1.043 -2.238  0.6480
H -2.831 1.975 -1.346  0.4904
H -3.082 1.706 -3.067  0.4012
H -2.473 -0.457 -0.920  -0.0753
C 3.667 -1.307 -0.169  -0.9681
C 2.247 -1.459 -2.697  -1.2861
H -3.925 -0.121 -1.741  0.4366
C -1.545 -0.978 -3.917  -0.8513
C -3.234 -2.325 -2.791  -0.9477
H 0.717 -3.064 2.346  0.2455
H -1.859 -1.632 -4.742  0.4281
H -1.420 0.039 -4.301  0.3090
H -0.559 -1.336 -3.565  0.1566
H -3.389 -2.755 -3.791  0.3453
H -2.658 -3.056 -2.188  0.2901
H -4.207 -2.182 -2.307  0.3245
H 3.281 -1.420 -3.070  0.4305
H 1.917 -2.505 -2.611  0.4015
H 1.587 -0.932 -3.402  0.3561
H 4.571 -1.127 -0.762  0.4201
H 3.769 -0.831 0.814  0.0878
H 3.540 -2.385 -0.016  0.4429
H 0.277 -3.106 1.722  -0.2381
C -1.308 5.695 3.835  -0.4788
C -0.207 5.349 3.044  -0.6226
C -0.085 4.050 2.536  -0.5584
C -1.038 3.062 2.862  0.7882
C -2.169 3.434 3.611  -0.0581
C -2.296 4.742 4.100  -0.6438
Si -0.614 1.293 2.461  -0.1993
C 0.904 0.906 3.464  0.1025
C 2.165 0.827 2.837  0.0258
C 3.286 0.410 3.565  -0.7729
C 3.176 0.139 4.935  -0.6227
C 1.950 0.321 5.583  -0.6438
C 0.822 0.718 4.856  -0.1064
C -1.982 0.111 2.906  0.4556
C -1.724 -1.042 3.669  -0.2917
C -2.703 -2.029 3.820  -0.7190
C -3.961 -1.864 3.237  -0.5469
C -4.249 -0.696 2.529  -0.7742
C -3.277 0.296 2.385  -0.0864
H -1.391 6.705 4.248  0.3987
H 0.562 6.090 2.831  0.4079
H 0.768 3.790 1.905  0.2962
H -2.944 2.696 3.831  0.3584
H -3.164 5.012 4.699  0.4087
H 2.252 1.083 1.776  0.4555
H 4.246 0.299 3.063  0.4639
H 4.046 -0.204 5.494  0.4203
H 1.865 0.146 6.654  0.4283
H -0.129 0.864 5.375  0.5145
H -0.742 -1.174 4.135  0.5224
H -2.478 -2.923 4.400  0.4362
H -4.722 -2.641 3.352  0.4204
H -5.239 -0.549 2.099  0.4677
H -3.515 1.228 1.851  0.5209

Calculated values
Frontier orbital gap (alpha / beta) ... 4.2 / 4.9 eV
Calculated total energy ... -56650.271 eV
Total charge ... +2

=====

The following is a quantum chemistry calculation of a structure of composition C31H39B2N14STc, from the Open Molecules 2025 dataset.

Each line ends with the Mulliken charge.
Element x y z (Å)
Tc -0.170 -0.118 0.585  -1.7895
C 3.584 -0.294 1.406  -1.2942
C 2.988 -0.605 0.067  0.2229
C 3.727 -1.027 -1.007  -1.8334
C 2.816 -1.390 -1.993  0.0328
N 1.589 -1.186 -1.550  -0.1607
N 1.642 -0.628 -0.279  1.5485
B 0.225 -1.620 -2.204  0.6444
N -0.480 -2.455 -1.106  0.8376
C -0.747 -3.771 -1.185  -0.2004
C -0.650 -4.320 0.072  -1.6303
C -0.276 -3.279 0.922  0.6835
C 0.143 -3.376 2.344  -1.2219
N -0.217 -2.154 0.191  0.5423
N -0.543 -0.314 -2.447  -0.0312
C -0.651 0.356 -3.585  -0.1788
C -0.995 1.662 -3.307  -1.7128
C -1.054 1.760 -1.934  0.6691
C -1.349 3.067 -1.265  -1.4894
N -0.789 0.511 -1.378  1.1410
N 0.362 -2.429 -3.433  0.4359
C -0.589 -2.696 -4.379  -0.3388
C -0.155 -3.760 -5.110  -1.1998
C 1.086 -4.127 -4.538  0.6315
C 1.989 -5.258 -4.948  -1.2719
N 1.392 -3.348 -3.523  -1.1107
H 4.492 -0.887 1.506  0.5315
H 3.884 0.750 1.501  0.2200
H 2.929 -0.553 2.232  0.0953
H 4.801 -1.112 -1.054  0.6165
H 2.972 -1.825 -2.969  0.7070
H -0.961 -4.231 -2.141  0.5881
H -0.774 -5.356 0.347  0.5812
H 0.902 -4.155 2.426  0.5279
H 0.578 -2.452 2.707  -0.0570
H -0.684 -3.660 2.994  0.2829
H -0.459 -0.130 -4.530  0.7650
H -1.159 2.460 -4.013  0.5820
H -1.266 3.842 -2.024  0.4689
H -2.362 3.113 -0.868  0.2061
H -0.665 3.309 -0.459  0.1265
H -1.504 -2.127 -4.455  0.6246
H -0.648 -4.222 -5.952  0.4854
H 1.869 -5.488 -6.004  0.3882
H 3.030 -5.017 -4.750  0.3642
H 1.746 -6.161 -4.387  0.2549
B -0.665 -0.626 4.200  -0.6489
N 0.416 0.376 3.610  -0.5157
C 0.990 1.297 4.404  -0.9006
C 1.670 2.197 3.623  -1.0657
C 1.490 1.752 2.315  -0.0375
N 0.752 0.572 2.345  2.7139
N -1.730 -0.994 3.106  -0.3396
C -2.892 -1.568 3.410  -0.5979
C -3.577 -1.889 2.241  -1.3338
C -2.747 -1.472 1.227  -1.0335
N -1.640 -0.906 1.758  2.5554
H -1.223 -0.040 5.089  -0.1130
H -0.107 -1.611 4.608  0.1176
H 0.871 1.236 5.475  0.5828
H 2.275 3.023 3.960  0.8597
H 2.002 1.686 0.236  0.2324
H -3.160 -1.734 4.443  0.5506
H -4.532 -2.382 2.156  0.6027
H -2.862 -1.552 0.156  0.5733
C -5.166 1.177 -0.092  -1.2930
N -3.727 1.305 0.156  0.0851
C -3.202 1.794 1.265  0.7596
N -4.003 2.272 2.208  -0.3271
S -1.491 1.874 1.554  -0.3990
H -5.308 0.780 -1.091  0.3575
H -5.656 2.149 -0.043  0.4549
H -5.622 0.494 0.626  0.4240
H -3.080 0.958 -0.534  -0.1178
H -5.000 2.346 2.077  0.2223
H -3.611 2.666 3.048  0.2557
C 1.910 2.347 1.095  0.2253
C 2.244 3.670 0.845  0.3710
C 2.855 3.953 -0.415  -0.3131
C 3.212 5.235 -0.740  -1.0119
C 2.944 6.265 0.167  -0.3337
C 2.310 6.023 1.396  -1.0971
C 1.962 4.747 1.740  -0.2436
H 3.065 3.136 -1.098  0.5055
H 3.696 5.451 -1.683  0.4648
H 3.217 7.282 -0.093  0.4531
H 2.091 6.848 2.062  0.4756
H 1.433 4.565 2.664  0.5953

Calculated values
Frontier orbital gap (alpha / beta) ... 5.2 / 5.2 eV
2S+1 ... 2
Calculated total energy ... -68005.914 eV
Total charge ... +3